Molecular formula: C27H38N6O3
Method: DFT, ωB97M-V/def2-TZVPD

## Properties
- LUMO (eV) = 0.531
- SMILES = CN(C[C@H](CC1CCCCC1)N(C[C@H](Cc1ccccc1)N(CCc1ccccc1)N=O)N=O)N=O
- energy above the lowest of the compared OMol25 structures with the same formula, charge and spin (kcal per mole) = 120.4

The geometry in ORCA input format:
```
! wB97M-V def2-TZVPD RIJCOSX def2/J DEFGRID3
* xyz 0 1
C 0.4207 1.3063 -4.7697
N 0.8472 1.2645 -3.3884
C 0.6559 0.0195 -2.6741
C 0.6852 0.2486 -1.1580
C 2.1000 0.1781 -0.5640
C 2.7407 -1.2199 -0.5399
C 4.2375 -1.1357 -0.8468
C 4.8679 -2.5252 -0.8561
C 4.6558 -3.2197 0.4849
C 3.1678 -3.2977 0.8084
C 2.5482 -1.9034 0.8166
N -0.2499 -0.6312 -0.4476
C -0.9554 -0.0732 0.6808
C -2.3914 0.3946 0.3440
C -3.3068 -0.8111 0.0611
C -3.5356 -1.6222 1.3057
C -2.8348 -2.8019 1.5228
C -3.0375 -3.5331 2.6806
C -3.9397 -3.0930 3.6341
C -4.6422 -1.9184 3.4247
C -4.4397 -1.1880 2.2674
N -2.4278 1.3148 -0.7765
C -2.8402 2.6999 -0.6183
C -1.6594 3.6757 -0.5275
C -0.7588 3.4428 0.6548
C 0.6176 3.3602 0.4753
C 1.4573 3.1407 1.5547
C 0.9331 2.9981 2.8279
C -0.4347 3.1000 3.0197
C -1.2724 3.3280 1.9424
N -2.1986 0.7904 -1.9437
O -2.2722 1.5294 -2.9271
N -0.5089 -1.8782 -0.6957
O 0.0561 -2.4335 -1.6361
N 1.3491 2.2676 -2.7488
O 1.4933 3.3378 -3.3518
H 0.7816 2.2437 -5.1940
H 0.8343 0.4589 -5.3142
H -0.6695 1.2832 -4.8116
H 1.4246 -0.6983 -2.9780
H -0.3161 -0.3815 -2.9737
H 0.3204 1.2652 -0.9892
H 2.0689 0.5761 0.4532
H 2.7102 0.8589 -1.1591
H 2.2757 -1.8502 -1.3032
H 4.3905 -0.6581 -1.8174
H 4.7265 -0.5179 -0.0896
H 5.9356 -2.4464 -1.0718
H 4.4092 -3.1230 -1.6471
H 5.0850 -4.2233 0.4570
H 5.1685 -2.6578 1.2695
H 3.0206 -3.7733 1.7805
H 2.6619 -3.9073 0.0566
H 3.0214 -1.2989 1.5954
H 1.4855 -1.9830 1.0551
H -0.3784 0.7613 1.0806
H -1.0490 -0.8435 1.4503
H -2.7604 0.9290 1.2242
H -4.2614 -0.4375 -0.3159
H -2.8473 -1.4267 -0.7119
H -2.1333 -3.1453 0.7773
H -2.4908 -4.4510 2.8374
H -4.0994 -3.6651 4.5358
H -5.3517 -1.5730 4.1622
H -4.9982 -0.2765 2.1042
H -3.4856 2.7726 0.2571
H -3.4181 2.9483 -1.5165
H -2.0761 4.6851 -0.4713
H -1.0765 3.6143 -1.4484
H 1.0386 3.4795 -0.5120
H 2.5241 3.0869 1.3977
H 1.5860 2.8217 3.6695
H -0.8504 3.0094 4.0125
H -2.3347 3.4316 2.1128
*
```